[1]
54
Properties=species:S:1:pos:R:3:forces:R:3 method="wB97M-V/def2-TZVPD" lumo_ev="-7.982 / -8.243" gap_ev="6.47 / 6.37" total_charge=+2
W -0.242 -0.743 0.260 0.0643 0.0806 0.2356
O -0.119 0.050 -3.608 0.0304 -0.0217 0.0163
C -0.221 0.468 -2.506 -0.1001 0.0900 -0.0071
O 0.380 -0.154 -1.442 -0.0611 -0.1868 0.0634
C -0.998 1.701 -2.092 0.0166 -0.0335 -0.0633
P -1.612 1.750 -0.381 0.0780 0.2207 0.1556
C -2.341 0.087 -0.083 -0.0679 -0.0688 0.0003
C -3.121 -0.563 -1.087 0.0492 0.0453 0.0381
C -3.975 -1.567 -0.730 -0.0370 -0.0557 0.0717
C -4.094 -1.983 0.621 -0.0111 0.0119 -0.0979
C -3.355 -1.380 1.595 0.0593 0.0463 0.0158
C -2.466 -0.314 1.270 -0.0296 -0.0461 -0.0574
C -0.109 1.873 0.735 -0.2167 0.0772 -0.0796
C -0.406 2.407 2.014 -0.0022 0.0001 -0.0230
C 0.562 3.036 2.764 -0.0038 -0.0149 0.0129
C 1.854 3.189 2.255 0.0116 -0.0216 0.0217
C 2.169 2.683 1.009 0.0193 -0.0153 -0.0113
C 1.199 2.039 0.244 0.0277 -0.0835 -0.0205
H -1.839 1.840 -2.774 0.0173 0.0013 -0.0096
H -0.358 2.578 -2.230 -0.0034 0.0006 0.0021
H -3.058 -0.246 -2.121 0.0062 0.0034 0.0023
H -4.582 -2.045 -1.488 -0.0056 0.0010 0.0015
H -4.802 -2.759 0.877 0.0030 -0.0032 0.0023
H -3.491 -1.659 2.632 0.0101 -0.0063 0.0051
H -2.163 0.356 2.059 -0.0084 0.0217 0.0257
H -1.429 2.408 2.372 -0.0041 -0.0074 0.0016
H 0.304 3.464 3.724 -0.0002 0.0023 -0.0009
H 2.599 3.727 2.827 -0.0004 0.0025 -0.0019
H 3.160 2.823 0.597 0.0028 -0.0085 -0.0006
H 1.464 1.725 -0.754 0.0065 0.0098 0.0103
C 1.987 -0.448 3.004 -0.0190 -0.0435 0.0640
S 0.320 -1.067 2.709 0.0589 0.0753 -0.2469
C -0.597 -0.332 4.070 -0.0208 -0.0165 0.0011
H 2.328 -0.831 3.963 -0.0049 0.0004 -0.0019
H 1.990 0.636 2.998 -0.0023 0.0588 -0.0005
H 2.629 -0.825 2.212 0.0161 -0.0031 -0.0101
H -0.614 0.752 4.009 -0.0017 0.0089 -0.0079
H -0.107 -0.649 4.989 0.0058 -0.0042 -0.0068
H -1.602 -0.746 4.055 -0.0110 0.0185 0.0162
C -0.903 -2.782 0.280 0.0879 0.0305 -0.2659
C 0.320 -2.883 -0.520 -0.0422 -0.0334 0.0501
C 1.540 -2.507 0.100 0.0406 -0.0623 0.0560
C 2.676 -2.246 -0.689 0.0021 -0.0125 0.0312
C 2.599 -2.362 -2.060 0.0087 0.0352 -0.0173
C 1.404 -2.789 -2.679 -0.0555 -0.0123 0.0154
C 0.283 -3.018 -1.928 0.0295 -0.0302 -0.0267
C 3.751 -2.058 -2.862 0.0316 -0.0597 0.0201
N 4.681 -1.804 -3.484 -0.0182 0.0335 -0.0124
H -0.869 -3.196 1.283 0.0265 0.0030 0.0069
H -1.824 -3.015 -0.245 0.0052 -0.0220 0.0165
H 1.668 -2.663 1.163 0.0059 -0.0133 0.0155
H 3.619 -1.997 -0.222 0.0004 0.0009 -0.0038
H 1.380 -2.909 -3.754 -0.0009 0.0032 -0.0012
H -0.647 -3.304 -2.405 0.0063 0.0033 -0.0008

---

[2]
64
Properties=species:S:1:pos:R:3:forces:R:3 method="wB97M-V/def2-TZVPD" lumo_ev=1.396 gap_ev=6.37 total_charge=-1
Au -0.054 0.192 -3.061 0.0751 0.0937 -0.0169
S 2.493 4.216 -2.411 -0.0050 0.0422 0.0232
As 1.609 2.603 -1.465 -0.0482 -0.1105 0.0911
S 2.100 0.639 -2.469 0.0166 -0.0243 -0.0044
S -0.515 2.247 -2.182 -0.0268 -0.0585 -0.1463
S 1.781 2.376 0.618 0.2025 -0.0413 -0.0604
C -2.645 5.804 1.592 -0.0035 -0.0037 0.0062
C -2.664 4.300 1.568 0.0251 -0.0136 0.0018
C -3.868 3.598 1.566 -0.0178 -0.0304 -0.0012
C -3.888 2.216 1.489 -0.0372 -0.0065 0.0657
C -2.683 1.529 1.420 0.0353 0.0115 -0.0228
C -1.474 2.204 1.429 -0.0686 -0.0388 -0.0330
C -1.472 3.587 1.505 -0.0316 0.0369 0.0018
S -2.665 -0.227 1.292 -0.1589 0.0995 0.0989
O -3.100 -0.852 2.511 -0.0042 -0.0218 -0.0265
O -1.370 -0.599 0.769 -0.0679 -0.0017 -0.0014
N -3.850 -0.487 0.199 0.0854 0.0331 0.0069
C -3.596 -0.083 -1.190 0.0586 0.0078 -0.0278
C -2.914 -1.153 -2.033 0.0225 -0.0101 -0.0078
C -2.934 -0.709 -3.494 0.0491 0.0410 -0.0622
O -3.937 -0.921 -4.154 -0.0123 -0.0082 0.0117
O -1.907 -0.058 -3.948 -0.0804 -0.0159 0.1242
H -3.638 6.211 1.784 -0.0015 0.0016 0.0006
H -2.297 6.194 0.634 0.0004 0.0029 0.0013
H -1.965 6.174 2.360 0.0015 -0.0015 -0.0030
H -4.804 4.143 1.606 -0.0027 -0.0011 -0.0012
H -4.824 1.674 1.465 -0.0085 0.0020 -0.0044
H -0.535 1.678 1.324 -0.0255 0.0155 -0.0112
H -0.519 4.102 1.471 0.0005 -0.0196 0.0050
H -4.268 -1.399 0.337 -0.0147 -0.0008 0.0037
H -2.972 0.813 -1.153 -0.0174 0.0431 -0.0547
H -4.545 0.202 -1.646 -0.0286 -0.0554 0.0394
H -3.456 -2.097 -1.953 -0.0488 0.0218 -0.0435
H -1.899 -1.303 -1.676 -0.0398 -0.0435 0.0276
C 1.083 -0.439 4.194 -0.0140 0.0207 0.0079
O 1.239 -0.977 2.893 -0.0114 -0.0426 0.0298
C 2.473 -0.934 2.334 0.0226 0.0894 -0.0385
C 3.648 -0.650 3.010 -0.0007 -0.0056 0.0036
C 4.844 -0.593 2.305 0.0019 0.0009 -0.0003
C 4.871 -0.799 0.936 -0.0096 -0.0039 -0.0028
C 3.693 -1.070 0.254 0.0310 -0.0621 0.0076
C 2.506 -1.160 0.954 -0.0064 -0.0113 -0.0146
N 1.239 -1.303 0.334 0.2186 0.0893 -0.1556
C 0.908 -1.785 -0.825 0.0003 0.0095 0.0327
C 1.608 -2.642 -1.727 -0.0122 0.0264 -0.0117
C 2.557 -3.581 -1.267 -0.0068 -0.0217 0.0034
C 3.085 -4.526 -2.103 -0.0115 0.0045 0.0175
C 2.672 -4.548 -3.448 -0.0053 0.0068 -0.0131
C 1.764 -3.647 -3.930 0.0124 -0.0062 -0.0090
C 1.203 -2.638 -3.099 0.0385 0.0153 0.0112
O 0.384 -1.798 -3.640 -0.0282 0.0074 0.1074
H 1.423 0.599 4.223 0.0091 -0.0034 0.0033
H 1.627 -1.028 4.936 -0.0037 -0.0033 -0.0025
H 0.019 -0.483 4.408 -0.0055 0.0099 -0.0060
H 3.637 -0.454 4.073 -0.0011 -0.0031 0.0019
H 5.759 -0.365 2.836 -0.0010 0.0001 -0.0005
H 5.800 -0.720 0.388 -0.0033 0.0056 -0.0023
H 3.688 -1.179 -0.820 0.0066 0.0132 0.0047
H 0.492 -0.789 0.803 -0.0615 -0.0949 0.0550
H -0.110 -1.531 -1.086 0.0076 -0.0012 -0.0155
H 2.834 -3.572 -0.221 0.0074 0.0073 0.0061
H 3.794 -5.254 -1.732 0.0021 0.0037 0.0021
H 3.083 -5.294 -4.118 -0.0017 0.0022 -0.0013
H 1.452 -3.655 -4.966 0.0031 0.0018 -0.0012

---

[3]
60
Properties=species:S:1:pos:R:3:forces:R:3 method="wB97M-V/def2-TZVPD" lumo_ev="-5.829 / -5.277" gap_ev="4.93 / 5.65" total_charge=+1
Sn -0.174 -1.086 -1.903 -0.2344 0.1105 0.7030
S 2.264 -1.322 -1.459 0.3377 -0.1611 -0.2448
C 2.185 -1.725 0.240 0.6564 0.3063 0.1458
C 3.469 -1.369 0.912 -0.4652 -0.0449 -0.3247
N 4.598 -1.961 0.942 -0.0060 0.2931 0.0708
C 1.103 -2.164 0.893 -0.3740 -0.3105 0.4965
S -0.457 -2.460 0.144 0.0575 0.0045 0.0751
C 1.172 -2.426 2.314 0.0562 0.0560 -0.3079
N 1.220 -2.611 3.448 -0.0385 0.0207 -0.0992
C -5.507 -1.784 -0.387 -0.0472 -0.0093 0.1585
C -4.037 -1.550 -0.051 0.0165 -0.0072 0.0167
As -3.038 -1.130 -1.649 0.3691 -0.0488 -0.5479
C -3.443 -2.574 -2.889 -0.0985 -0.0567 0.0741
C -3.082 -3.950 -2.331 -0.0603 0.0521 -0.0566
C -3.808 0.446 -2.453 -0.0492 0.0637 -0.0987
C -2.883 1.089 -3.481 -0.0369 -0.0068 0.0306
H -6.050 -1.988 0.537 -0.0334 -0.0009 -0.0357
H -5.652 -2.640 -1.046 0.0291 0.0017 0.0165
H -5.969 -0.912 -0.852 0.0285 0.0088 0.0069
H -3.573 -2.421 0.408 -0.0014 -0.0332 0.0064
H -3.881 -0.704 0.610 -0.0447 0.0799 0.0996
H -2.894 -2.355 -3.804 -0.0007 -0.0108 -0.0529
H -4.508 -2.491 -3.117 -0.0088 -0.0952 -0.0478
H -2.020 -4.032 -2.097 0.0463 0.0299 0.0010
H -3.316 -4.727 -3.058 -0.0031 0.0066 0.0003
H -3.636 -4.176 -1.419 -0.0136 0.0168 -0.0080
H -4.023 1.126 -1.632 -0.0169 0.0060 -0.0121
H -4.747 0.117 -2.901 -0.0523 0.0628 -0.0753
H -1.957 1.428 -3.014 -0.0162 -0.0040 0.0427
H -3.364 1.960 -3.926 -0.0081 -0.0116 0.0001
H -2.630 0.405 -4.293 -0.0155 -0.0285 -0.0012
Cl 3.349 0.260 3.109 -0.0116 0.0387 0.0799
C 3.899 0.011 1.461 -0.0012 -0.2943 0.1402
C 5.284 -0.678 1.369 0.2094 -0.0511 -0.2082
C 6.111 -0.251 0.208 0.0329 -0.0405 0.0752
C 5.618 0.527 -0.779 -0.0773 -0.0055 0.0548
C 4.325 1.117 -0.699 0.0184 -0.0314 0.0550
Cl 3.818 2.086 -2.006 -0.0665 0.0076 -0.0010
C 3.517 1.041 0.452 0.2322 -0.1094 -0.2436
N 2.334 1.641 0.495 -0.2344 0.0830 0.0586
C 1.813 2.393 1.592 0.0219 -0.1277 -0.2030
C 2.692 3.292 2.184 0.0936 0.1192 -0.0109
C 2.257 4.146 3.179 -0.0025 0.0009 -0.0009
C 0.924 4.114 3.556 -0.0232 -0.0087 -0.0164
C 0.057 3.211 2.957 0.0023 0.0309 0.0305
C 0.474 2.318 1.974 -0.1254 -0.0462 0.0773
C -0.513 1.249 1.561 0.1576 -0.0362 0.1464
C -0.898 0.989 0.121 -0.5401 0.0071 0.0329
O -2.092 0.939 -0.160 0.3408 0.0036 -0.0074
O 0.054 0.701 -0.719 -0.0369 0.0811 -0.1882
H 5.840 -0.753 2.301 -0.0271 -0.0369 0.0253
H 7.112 -0.658 0.127 -0.0391 0.0092 0.0087
H 6.206 0.745 -1.660 0.0224 0.0104 0.0245
H 1.810 1.692 -0.378 0.0367 0.1114 0.0108
H 3.715 3.336 1.828 -0.0231 0.0030 0.0174
H 2.947 4.842 3.636 -0.0084 -0.0054 -0.0028
H 0.556 4.787 4.318 0.0043 -0.0186 -0.0086
H -0.976 3.176 3.281 0.0330 0.0058 -0.0029
H -1.446 1.440 2.084 -0.0128 -0.0129 0.0265
H -0.147 0.277 1.921 0.0514 0.0228 -0.0023

---

Which ΔE to the lowest compared entry with this formula, charge and spin belongs to each record? In order, 3.9 1.0 42.9 kcal per mole.
Which DFT total energy belongs to each record? In order, -52794.847 -159269.934 -147236.207 eV.